Record 1
The following is a DFT calculation (the ωB97M-V functional and the def2-TZVPD basis) of a molecular structure, C20H28N6ORh in a non-equilibrium geometry.

Properties
Gap between HOMO and LUMO (spin up / spin down) (Ha): 0.2857 / 0.2742

```
! wB97M-V def2-TZVPD RIJCOSX def2/J DEFGRID3
* xyz 2 2
Rh -0.120 0.132 0.853
C -2.604 3.468 2.189
C -1.790 2.431 1.479
N -0.817 1.775 1.999
C -0.526 1.772 3.422
C -0.841 0.349 3.961
N -0.977 -0.670 2.891
C -0.241 -1.919 3.135
C 1.244 -1.693 2.911
N 1.530 -1.068 1.595
C 1.848 -2.027 0.486
C 0.608 -2.457 -0.292
N -0.172 -1.258 -0.560
C -0.825 -0.940 -1.632
C -1.218 -1.931 -2.677
C -1.688 0.276 -1.454
C -2.631 0.773 -2.340
C -3.329 1.918 -1.983
C -3.095 2.553 -0.766
C -2.147 2.011 0.082
N -1.493 0.907 -0.292
H -1.959 4.186 2.693
H -3.248 3.005 2.940
H -3.243 4.014 1.502
H -1.094 2.517 3.976
H 0.534 1.995 3.545
H -1.750 0.369 4.562
H -0.036 0.048 4.629
H -1.956 -0.875 2.741
H -0.630 -2.670 2.447
H -0.392 -2.296 4.151
H 1.787 -2.635 3.020
H 1.629 -1.015 3.674
H 2.360 -0.497 1.713
H 2.373 -2.900 0.879
H 2.522 -1.502 -0.192
H 0.000 -3.144 0.302
H 0.912 -2.994 -1.191
H -0.506 -2.749 -2.755
H -1.320 -1.459 -3.651
H -2.181 -2.359 -2.389
H -2.812 0.289 -3.288
H -4.067 2.324 -2.662
H -3.643 3.445 -0.503
O 0.423 0.445 -2.883
N 1.703 0.232 -3.058
C 2.572 1.241 -2.840
C 3.924 1.060 -3.039
C 4.400 -0.173 -3.458
C 3.492 -1.196 -3.676
C 2.145 -0.971 -3.474
H 2.113 2.166 -2.526
H 4.592 1.893 -2.871
H 5.456 -0.328 -3.627
H 3.811 -2.168 -4.024
H 1.376 -1.700 -3.673
*
```

Results of the natural (NBO) charge analysis, in e, for atoms 1 through 4: Rh 0.86; C -0.70; C 0.35; N -0.43

Record 2
The following is a DFT calculation (the ωB97M-V functional and the def2-TZVPD basis) of 2 unconnected molecules or ions with the total composition C4H12N2 in a non-equilibrium geometry.

Properties
Gap between HOMO and LUMO (spin up / spin down) (Ha): 0.3261 / 0.1447

```
! wB97M-V def2-TZVPD RIJCOSX def2/J DEFGRID3
* xyz 1 2
C 1.885 -1.629 1.575
C 2.066 -0.497 0.619
C 3.223 -0.414 -0.038
H 2.377 -2.585 1.423
H 1.960 -1.271 2.596
H 0.837 -1.943 1.471
H 1.286 0.236 0.428
H 3.473 0.446 -0.634
H 4.035 -1.096 0.175
N -3.454 0.896 -0.673
C -2.258 1.407 -1.220
N -1.132 0.703 -0.583
H -4.056 0.365 -1.283
H -3.871 1.217 0.189
H -2.150 1.043 -2.268
H -2.129 2.484 -1.309
H -0.950 0.922 0.411
H -1.141 -0.284 -0.878
*
```

Results of the natural (NBO) charge analysis, in e, for atoms 1 through 4: C -0.65; C -0.20; C -0.36; H 0.24

Record 3
The following is a DFT calculation (the ωB97M-V functional and the def2-TZVPD basis) of a single C6H10N2OS molecule in a non-equilibrium geometry.

Properties
Gap between HOMO and LUMO (Ha): 0.3193

```
! wB97M-V def2-TZVPD RIJCOSX def2/J DEFGRID3
* xyz 0 1
C 1.268 1.670 -1.120
C 1.066 0.281 -0.418
C 2.272 -0.042 0.315
N 3.251 -0.248 0.856
C -0.065 0.385 0.567
C -0.234 -0.911 1.401
C -0.797 -2.113 0.530
N 0.158 -2.537 -0.417
S 0.719 -1.085 -1.540
O 1.728 -1.140 -2.563
H 0.234 2.017 -1.463
H 1.625 1.518 -2.053
H 1.753 2.505 -0.513
H -0.984 0.681 0.186
H 0.034 1.158 1.255
H 0.681 -1.473 1.798
H -1.082 -0.726 2.120
H -0.887 -3.086 0.999
H -1.758 -1.815 0.112
H -0.387 -0.408 -2.169
*
```

Results of the natural (NBO) charge analysis, in e, for atoms 1 through 4: C -0.59; C -0.39; C 0.27; N -0.27

Record 4
The following is a DFT calculation (the ωB97M-V functional and the def2-TZVPD basis) of a single C5H9Cl2N2O2P molecule in a non-equilibrium geometry.

Properties
Gap between HOMO and LUMO (Ha): 0.3165

```
! wB97M-V def2-TZVPD RIJCOSX def2/J DEFGRID3
* xyz 0 1
C -2.843 -0.328 -0.702
P -1.618 -1.072 -1.629
O -0.630 -2.127 -0.800
C 0.375 -1.469 -0.206
C 1.397 -2.286 0.508
Cl 2.760 -2.511 -0.650
N 0.335 -0.223 -0.459
N 1.025 0.805 0.117
C 1.289 0.954 1.439
O 1.339 0.050 2.245
C 1.549 2.392 1.877
Cl 0.724 3.616 0.876
H -2.487 0.472 -0.061
H -3.604 0.009 -1.400
H -2.237 -2.076 -2.354
H -0.648 -0.716 -2.605
H 1.794 -1.773 1.384
H 1.009 -3.273 0.751
H 0.865 1.667 -0.400
H 2.618 2.606 1.846
H 1.189 2.499 2.902
*
```

Results of the natural (NBO) charge analysis, in e, for atoms 1 through 4: C -1.13; P 1.32; O -0.72; C 0.56

Record 5
The following is a DFT calculation (the ωB97M-V functional and the def2-TZVPD basis) of a molecular structure, C5H12N2O in a non-equilibrium geometry.

Properties
Gap between HOMO and LUMO (Ha): 0.2725

```
! wB97M-V def2-TZVPD RIJCOSX def2/J DEFGRID3
* xyz 0 1
C 0.761 0.475 2.066
C -0.475 1.449 0.206
N 0.059 0.206 0.794
N -0.976 -0.771 0.918
H -0.527 -1.684 0.936
H -1.464 -0.639 1.801
H 1.149 -0.463 2.459
H 1.594 1.147 1.868
H 0.375 2.071 -0.070
H -1.106 1.974 0.931
H -1.031 1.181 -0.685
H 0.077 0.932 2.787
C 1.380 -0.494 -0.294
C 0.212 -0.624 -2.148
C -1.026 -0.996 -2.448
O 2.323 0.229 -0.379
H 0.949 -1.438 -0.676
H 0.873 -0.220 -2.918
H -1.453 -0.923 -3.450
H -1.694 -1.413 -1.697
*
```

Results of the natural (NBO) charge analysis, in e, for atoms 1 through 4: C -0.43; C -0.42; N -0.18; N -0.64

Record 6
The following is a DFT calculation (the ωB97M-V functional and the def2-TZVPD basis) of a molecular structure, CH3Br2S3SbSr in a non-equilibrium geometry.

Properties
Gap between HOMO and LUMO (spin up / spin down) (Ha): 0.1091 / 0.1068

```
! wB97M-V def2-TZVPD RIJCOSX def2/J DEFGRID3
* xyz -1 2
Sr 0.000 0.000 0.000
Br 1.463 2.401 1.458
C 1.305 2.860 -0.798
Br 0.426 1.738 -2.613
H 2.354 2.964 -1.082
H 0.727 3.786 -0.802
S 0.170 -4.285 0.657
Sb 0.915 -3.415 -1.025
S -1.307 -2.280 -1.511
S 2.373 -1.846 0.344
H -1.872 0.151 1.481
*
```

Results of the natural (NBO) charge analysis, in e, for atoms 1 through 4: Sr 1.60; Br -0.08; C -0.35; Br -0.09

Energy list, top to bottom, in eV: -35175.896, -7312.714, -22241.387, -46737.214, -10401.454, -181047.960
ΔE to the lowest compared entry with this formula, charge and spin list, top to bottom, in kJ/mol: 0.0, 166.9, 619.3, 0.0, 672.5, 20.3